Molecular formula: C3H4FN
Method: DFT, the ωB97M-V functional and the def2-TZVPD basis

Structure (XYZ):
```
9
C3H4FN (the ωB97M-V functional and the def2-TZVPD basis)
H -0.183 0.916 -1.315
F 0.136 1.718 0.484
H -1.272 -1.130 -0.410
H -0.577 -0.614 1.213
N 3.243 -1.099 -0.202
C 2.275 -0.527 -0.311
C -0.235 0.733 -0.265
C -1.155 -0.239 0.287
H -2.232 0.241 0.520
```

Summary:
ΔE to the lowest compared entry with this formula, charge and spin: 385.5 kJ/mol
HOMO level (spin up / spin down): -9.805 / -9.805 eV
net charge: 0
LUMO (spin up / spin down): -0.086 / -0.086 hartree
spin multiplicity: 1